This record from OMol25 describes a molecular structure, C18H21B2N2O19Pb at a distorted geometry. The level of theory is ωB97M-V/def2-TZVPD.

```
63
C18H21B2N2O19Pb | OMol25 | ωB97M-V/def2-TZVPD
Pb 0.67864 -1.85183 0.73222
O -1.92305 -2.20589 1.42291
C -2.93826 -2.82913 1.70966
O -3.01535 -4.14322 1.94349
B -4.38371 -4.63079 1.84871
O -5.21113 -3.37384 1.79828
C -4.48508 -2.35208 1.52554
O -4.85570 -1.25529 1.17658
O -4.69913 -5.57920 2.95989
C -5.28504 -6.66624 2.54454
O -5.60519 -7.61270 3.28932
C -5.25911 -6.62375 0.95306
O -4.64035 -5.49384 0.62799
O -5.66950 -7.48219 0.18314
O 4.24412 3.85433 -5.23559
C 4.27355 3.35929 -4.09976
O 3.99388 2.12650 -3.69247
B 4.05883 2.06194 -2.19104
O 4.35380 3.44897 -1.73128
C 4.34296 4.23627 -2.80226
O 4.39736 5.46712 -2.79455
O 2.76760 1.60790 -1.62208
C 2.89206 0.54211 -0.88186
O 2.05930 -0.07547 -0.14312
C 4.45256 0.22632 -0.85017
O 5.03666 1.05644 -1.69046
O 4.96271 -0.51297 0.00543
O 0.45313 -3.93178 1.98006
H -0.51871 -3.83219 1.99211
C 3.08641 -0.54797 3.37604
O 2.70548 -1.60921 2.53280
H 2.43387 0.29653 3.15446
H 2.95744 -0.68105 4.45017
H 4.11459 -0.19239 3.30897
C 2.48999 -3.28278 -1.92288
O 2.30115 -3.41585 -0.50839
H 2.64420 -4.23691 -2.42682
H 1.67698 -2.78081 -2.44744
H 3.36095 -2.65885 -2.12348
C 1.12662 5.63122 1.30620
C 1.06032 4.16507 0.96609
C 0.42745 3.35332 2.12514
C 0.11061 1.98169 1.72345
N -0.06733 0.88437 1.37858
H 1.68168 6.25078 0.60182
H 1.70400 5.76768 2.22059
H 0.15919 6.13160 1.34858
H 2.06369 3.74478 0.89754
H 0.46881 4.03139 0.06036
H -0.48471 3.88396 2.39808
H 1.16232 3.44450 2.92498
C -2.22177 2.07440 -2.98567
C -3.34780 1.33504 -2.27861
C -3.11780 0.41238 -1.05805
C -1.97542 -0.53398 -1.21270
N -0.98467 -1.17224 -1.34329
H -2.41272 2.35859 -4.02050
H -1.36413 1.40686 -3.06899
H -1.86650 2.89347 -2.36036
H -3.57017 0.67622 -3.11802
H -4.19928 1.96045 -2.01038
H -3.97899 -0.06557 -0.59114
H -2.62253 0.95849 -0.25520
```

Properties
lowest unoccupied orbital energy = 0.19857 hartree
strongest force on any atom = 0.1350 Eh/bohr
charge = -3
E_HOMO = 1.30 eV
Kohn-Sham gap = 4.10 eV
relative energy (zero: lowest compared OMol25 entry of this formula, charge and spin) = 0.0 kJ/mol
DFT total energy = -2480.430758 Eh